# 1
Density functional theory data (ωB97M-V with the def2-TZVPD basis set) for one molecule with the formula C6H8N2 in a non-equilibrium geometry.

Structure (XYZ):
```
16
Properties=species:S:1:pos:R:3:forces:R:3:mulliken_charge:R:1
C 0.255837 1.655027 0.090206 1.1 -2.2 -0.8 -0.09
N -1.020906 1.610166 -0.127199 1.1 0.4 1.7 -0.54
N -1.445414 0.373455 -0.641583 0.9 -1.3 1.9 -0.11
C -2.293675 -0.617699 0.075759 -0.2 1.4 -2.0 -0.36
C -0.767355 -0.784561 0.160428 0.2 1.7 -3.5 -0.43
C 0.676205 -0.855079 -0.594764 -0.7 -1.9 -0.2 -0.02
C 1.820762 -0.546008 0.384251 0.8 -1.0 -4.0 -0.68
C 1.321434 0.595334 -0.460641 -2.1 0.0 -0.4 -0.08
H 0.833620 2.357594 0.700227 -1.2 0.9 -0.5 0.37
H -2.576456 -0.414673 1.109123 -0.7 0.1 -0.4 0.27
H -3.089427 -0.879600 -0.619107 0.3 -0.9 0.2 0.27
H -0.922096 -0.519588 1.187910 2.9 0.3 0.9 0.22
H 0.789433 -1.729515 -1.525612 -0.1 3.1 2.9 0.25
H 1.572683 -0.350163 1.353605 0.0 -0.6 2.9 0.33
H 2.767669 -1.043963 -0.035827 -1.2 1.1 1.5 0.25
H 2.077693 1.149273 -1.056779 -0.9 -0.9 -0.3 0.35
```
Forces are in eV/Å.

Computed properties:
E in eV: -9324.3977
E_HOMO in eV: -8.565
HOMO-LUMO gap in hartree: 0.351
Total charge: 0
Maximum force in eV Å⁻¹: 4.24
Structure (SMILES): C1=NN2C[C@H]2[C@@H]2C[C@H]12



# 2
Density functional theory data (ωB97M-V with the def2-TZVPD basis set) for one molecule with the formula C4H8O in a non-equilibrium geometry.

Structure (XYZ):
```
13
Properties=species:S:1:pos:R:3:forces:R:3:mulliken_charge:R:1
C 1.686290 0.107544 0.524385 0.5 0.5 0.4 -0.61
O 1.284660 0.590842 -0.646866 0.6 -0.1 -0.2 -0.27
C 0.053880 0.856271 -0.953195 -0.6 0.6 -0.2 -0.14
C -0.791226 -1.015032 0.110307 0.1 -0.3 0.3 -0.87
C -1.039145 0.495485 -0.012122 0.2 0.0 0.0 -0.43
H 1.165258 0.422783 1.422223 0.0 -0.2 -0.1 0.27
H 2.736953 -0.123539 0.554804 0.1 0.2 0.0 0.25
H 0.332022 -1.136981 0.195799 -1.1 -0.5 -0.4 0.31
H -0.098003 1.016889 -2.012353 0.1 0.1 0.1 0.37
H -1.231025 -1.530956 -0.747837 0.2 0.0 0.2 0.30
H -1.130427 -1.468804 1.038505 -0.4 0.0 0.0 0.31
H -2.015097 0.773794 -0.428730 0.3 -0.2 0.1 0.28
H -0.954138 1.011699 0.955077 0.0 -0.1 -0.1 0.23
```
Forces are in eV/Å.

Computed properties:
E in eV: -6321.2563
E_HOMO (spin up / spin down) in eV: -7.056 / -7.319
HOMO-LUMO gap (spin up / spin down) in hartree: 0.288 / 0.303
Total charge: 0
Maximum force in eV Å⁻¹: 1.25



Question: Look up the total charge of the first one.
Answer: 0



Question: Number 2 is which compound?
Answer: C4H8O



Repeat the second record exactly.
Density functional theory data (ωB97M-V with the def2-TZVPD basis set) for one molecule with the formula C4H8O in a non-equilibrium geometry.

Structure (XYZ):
```
13
Properties=species:S:1:pos:R:3:forces:R:3:mulliken_charge:R:1
C 1.686290 0.107544 0.524385 0.5 0.5 0.4 -0.61
O 1.284660 0.590842 -0.646866 0.6 -0.1 -0.2 -0.27
C 0.053880 0.856271 -0.953195 -0.6 0.6 -0.2 -0.14
C -0.791226 -1.015032 0.110307 0.1 -0.3 0.3 -0.87
C -1.039145 0.495485 -0.012122 0.2 0.0 0.0 -0.43
H 1.165258 0.422783 1.422223 0.0 -0.2 -0.1 0.27
H 2.736953 -0.123539 0.554804 0.1 0.2 0.0 0.25
H 0.332022 -1.136981 0.195799 -1.1 -0.5 -0.4 0.31
H -0.098003 1.016889 -2.012353 0.1 0.1 0.1 0.37
H -1.231025 -1.530956 -0.747837 0.2 0.0 0.2 0.30
H -1.130427 -1.468804 1.038505 -0.4 0.0 0.0 0.31
H -2.015097 0.773794 -0.428730 0.3 -0.2 0.1 0.28
H -0.954138 1.011699 0.955077 0.0 -0.1 -0.1 0.23
```
Forces are in eV/Å.

Computed properties:
E in eV: -6321.2563
E_HOMO (spin up / spin down) in eV: -7.056 / -7.319
HOMO-LUMO gap (spin up / spin down) in hartree: 0.288 / 0.303
Total charge: 0
Maximum force in eV Å⁻¹: 1.25